No. 1
The following is a DFT calculation (ωB97M-V/def2-TZVPD) of C36H38NOS5SiTi as an isolated structure at a distorted geometry.

Structure (XYZ):
```
83
C36H38NOS5SiTi (ωB97M-V/def2-TZVPD)
Ti -0.2860 0.4469 -0.8176
S 2.1075 0.2337 0.0268
C 2.2279 0.5555 1.7593
C 3.4728 0.8407 2.3995
C 3.5260 1.0801 3.7595
C 2.3592 1.1089 4.4623
C 1.1028 0.8516 3.8837
C 1.0462 0.5302 2.5471
S -0.4238 -0.1325 1.7339
C -1.6747 1.1018 2.1923
C -2.6456 1.2575 1.0352
C -3.9020 1.8325 1.2723
C -4.8050 1.9440 0.2057
C -4.4708 1.4650 -1.0517
C -3.2707 0.7277 -1.2133
C -2.9683 -0.0728 -2.3262
S 0.1098 1.5046 -2.8614
C 1.5276 2.5432 -2.5932
C 2.5283 2.5958 -3.5710
C 3.5901 3.4505 -3.4116
C 3.7745 4.1337 -2.2258
C 2.8152 4.0859 -1.2225
C 1.6651 3.3461 -1.4440
S 0.4253 3.1812 -0.1869
N -2.3291 0.7770 -0.1897
H 4.3871 0.7748 1.7960
H 4.4940 1.2247 4.2736
H 2.4235 1.3548 5.5167
H 0.1833 0.8940 4.4315
H -1.2235 2.0661 2.4906
H -2.2106 0.7329 3.0927
H -4.2664 2.0244 2.2995
H -5.7979 2.4092 0.3559
H -5.2379 1.4673 -1.8649
H -3.4943 0.0017 -3.2716
H -2.1510 -0.7647 -2.2273
H 2.4258 1.9406 -4.4253
H 4.2927 3.5720 -4.2210
H 4.6317 4.8006 -2.1326
H 2.9420 4.6618 -0.3053
O -0.3591 -1.3548 -1.1996
S 0.5045 -2.7876 -1.6001
C 1.1134 -3.1676 0.0782
C 2.2387 -4.1651 0.3142
C 2.0321 -5.4673 0.8044
C 3.0911 -6.2812 1.1554
C 4.3886 -5.7695 1.1594
C 4.6295 -4.4882 0.6724
C 3.5702 -3.6805 0.2554
C -0.8138 -3.9988 -2.0052
C -1.7393 -4.4536 -0.9340
C -1.6172 -5.7476 -0.4199
C -2.5740 -6.3084 0.4578
C -3.6890 -5.5663 0.7927
C -3.7828 -4.2502 0.3481
C -2.8402 -3.6871 -0.4605
H 0.2661 -3.3971 0.7136
H 1.5223 -2.2026 0.3847
H 1.0098 -5.8301 0.8894
H 2.8967 -7.3026 1.4862
H 5.1895 -6.3880 1.5363
H 5.6580 -4.1001 0.5779
H 3.7624 -2.6475 -0.0475
H -0.2285 -4.8359 -2.4609
H -1.4049 -3.5132 -2.8314
H -0.7205 -6.3602 -0.6550
H -2.4800 -7.3507 0.7822
H -4.4784 -5.9985 1.3669
H -4.6609 -3.6969 0.6560
H -2.9577 -2.6312 -0.7459
C -1.8613 4.5431 -2.0566
Si -0.7328 5.0241 -0.5870
C -1.8532 5.2965 0.9348
C 0.4658 6.4176 -0.9294
H -2.5151 5.3636 -2.3351
H -2.5171 3.7274 -1.7244
H -1.3282 4.1761 -2.9326
H -2.5636 6.0699 0.6592
H -1.2603 5.6773 1.7504
H -2.4114 4.4097 1.1881
H -0.0598 7.3880 -0.8978
H 0.9280 6.3258 -1.9177
H 1.2815 6.4604 -0.1945
```

Properties
**Largest force on an atom**: 4.18 eV Å⁻¹
**Highest occupied orbital energy (spin up / spin down)**: -9.05 / -9.05 eV
**Charge**: +1
**Frontier orbital gap (spin up / spin down)**: 5.430 / 5.435 eV
**Spin multiplicity**: 1
**DFT total energy**: -126652.26615 eV

Atomic partial charges in e from the Löwdin method, atoms 1 to 6: atom 1 (Ti): 0.482, atom 2 (S): 0.644, atom 3 (C): -0.618, atom 4 (C): -0.085, atom 5 (C): -0.091, atom 6 (C): -0.083



No. 2
The following is a DFT calculation (ωB97M-V/def2-TZVPD) of one molecule with the formula C5H8O.

Structure (XYZ):
```
14
C5H8O (ωB97M-V/def2-TZVPD)
C 1.7846 -0.4572 0.2079
C 0.4956 0.3009 -0.0417
C -0.6545 -0.2079 -0.9624
C -1.6916 0.4053 0.0161
C -0.5723 0.3123 1.0479
O -0.5410 0.0442 2.2198
H 2.3794 0.0758 0.9569
H 1.5922 -1.4631 0.5958
H 2.3877 -0.5414 -0.7027
H 0.7050 1.3417 -0.3257
H -0.6636 0.1532 -1.9930
H -0.7162 -1.3013 -0.9549
H -1.8996 1.4519 -0.2336
H -2.6256 -0.1182 0.2282
```

Properties
**Largest force on an atom**: 0.55 eV Å⁻¹
**Highest occupied orbital energy**: -9.44 eV
**Frontier orbital gap**: 10.367 eV
**SMILES**: C[C@H]1CCC1=O
**Spin multiplicity**: 1
**DFT total energy**: -7361.42912 eV

Atomic partial charges in e from the Löwdin method, atoms 1 to 6: atom 1 (C): -0.058, atom 2 (C): -0.291, atom 3 (C): -0.129, atom 4 (C): -0.083, atom 5 (C): -0.392, atom 6 (O): 0.110



No. 3
The following is a DFT calculation (ωB97M-V/def2-TZVPD) of C38H42BF2GeOPtS3Si as an isolated structure at a distorted geometry.

Structure (XYZ):
```
90
C38H42BF2GeOPtS3Si (ωB97M-V/def2-TZVPD)
Pt -0.8286 0.9830 -0.4022
C -2.7370 -4.8933 -0.0719
C -2.1505 -3.4972 -0.1259
S -3.1807 -2.1861 0.0491
C -0.7630 -3.3618 -0.3039
C 0.1498 -4.5515 -0.3373
S -0.1375 -1.7498 -0.3887
H -3.8186 -4.8231 -0.0082
H -2.3758 -5.4402 0.8027
H -2.4756 -5.4775 -0.9570
H -0.3918 -5.4785 -0.1776
H 0.9159 -4.4602 0.4374
H 0.6703 -4.6458 -1.2873
C -0.5852 -0.1866 5.1599
C 0.4879 -0.1531 4.0798
S -0.1525 0.5696 2.5543
O 0.8844 0.1987 1.5083
C 0.0744 2.3264 2.8904
C 1.5137 2.7574 3.0934
H -0.2427 -0.7767 6.0097
H -1.5050 -0.6353 4.7838
H -0.8210 0.8140 5.5251
H 0.7857 -1.1562 3.7734
H 1.3782 0.3902 4.3968
H -0.5765 2.5517 3.7399
H -0.3534 2.8000 2.0051
H 1.9097 2.4626 4.0654
H 1.5761 3.8436 3.0231
H 2.1428 2.3399 2.3077
F -0.3769 3.1646 -2.2820
B -0.4054 2.8133 -0.9853
F -0.0700 3.8178 -0.1563
C 4.2797 -4.1199 2.4865
C 4.2606 -4.3765 1.1235
C 3.6453 -3.4838 0.2546
C 3.0371 -2.3247 0.7371
C 3.0625 -2.0794 2.1095
C 3.6843 -2.9654 2.9776
Ge 2.2134 -1.1081 -0.5389
C 2.5893 -1.7352 -2.3606
C 3.5281 -1.0415 -3.1285
C 3.8734 -1.4803 -4.4011
C 3.2794 -2.6145 -4.9309
C 2.3410 -3.3118 -4.1823
C 1.9998 -2.8659 -2.9147
C 2.8814 0.6993 -0.4772
C 3.7752 1.0848 0.5167
C 4.2693 2.3820 0.5399
C 3.8565 3.3043 -0.4128
C 2.9593 2.9287 -1.4030
C 2.4754 1.6283 -1.4354
H 4.7596 -4.8149 3.1637
H 4.7284 -5.2710 0.7318
H 3.6527 -3.6936 -0.8086
H 2.5888 -1.1860 2.4935
H 3.7053 -2.7545 4.0399
H 4.0154 -0.1597 -2.7317
H 4.6085 -0.9322 -4.9769
H 3.5392 -2.9500 -5.9267
H 1.8685 -4.1967 -4.5899
H 1.2549 -3.3946 -2.3460
H 4.1075 0.3703 1.2601
H 4.9733 2.6744 1.3089
H 4.2339 4.3183 -0.3826
H 2.6292 3.6442 -2.1447
H 1.7863 1.3384 -2.2227
C -3.6610 6.2283 -0.2101
C -3.6873 5.5835 1.0172
C -3.5028 4.2075 1.0804
C -3.2822 3.4497 -0.0704
C -3.2661 4.1201 -1.2969
C -3.4541 5.4916 -1.3700
Si -2.9839 1.5867 0.0342
C -4.1966 0.7979 -1.1557
C -3.8100 0.3686 -2.4258
C -4.7308 -0.1943 -3.2985
C -6.0544 -0.3449 -2.9094
C -6.4565 0.0767 -1.6495
C -5.5321 0.6395 -0.7811
H -3.8023 7.3006 -0.2651
H -3.8578 6.1500 1.9247
H -3.5350 3.7147 2.0475
H -3.1009 3.5605 -2.2119
H -3.4349 5.9894 -2.3316
H -3.3497 1.3222 1.4549
H -2.7731 0.4726 -2.7269
H -4.4133 -0.5231 -4.2805
H -6.7703 -0.7990 -3.5831
H -7.4894 -0.0350 -1.3438
H -5.8591 0.9637 0.2018
```

Properties
**Largest force on an atom**: 1.86 eV Å⁻¹
**Highest occupied orbital energy (spin up / spin down)**: -7.36 / -7.71 eV
**Frontier orbital gap (spin up / spin down)**: 7.177 / 6.510 eV
**Spin multiplicity**: 2
**DFT total energy**: -148394.80237 eV

Atomic partial charges in e from the Löwdin method, atoms 1 to 6: atom 1 (Pt): 0.614, atom 2 (C): -0.144, atom 3 (C): -0.821, atom 4 (S): 0.726, atom 5 (C): -0.654, atom 6 (C): -0.088



No. 4
The following is a DFT calculation (ωB97M-V/def2-TZVPD) of C2H2FO2Yb as an isolated structure at a distorted geometry.

Structure (XYZ):
```
8
C2H2FO2Yb (ωB97M-V/def2-TZVPD)
F 0.9789 -0.5610 -2.0834
C 0.7616 -0.9929 -0.9083
C 0.1346 -1.7936 -0.1961
H -0.3799 -2.7473 -0.2281
O 0.2740 1.2929 -0.0539
O 0.3710 1.3903 1.3960
H 1.2684 1.1013 1.6113
Yb -1.3569 -0.0292 0.9422
```

Properties
**Largest force on an atom**: 3.67 eV Å⁻¹
**Highest occupied orbital energy (spin up / spin down)**: -20.27 / -19.85 eV
**Charge**: +2
**Frontier orbital gap (spin up / spin down)**: 10.040 / 6.659 eV
**Spin multiplicity**: 2
**DFT total energy**: -40422.21954 eV

Atomic partial charges in e from the Löwdin method, atoms 1 to 6: atom 1 (F): 0.243, atom 2 (C): -0.163, atom 3 (C): 0.029, atom 4 (H): 0.107, atom 5 (O): -0.108, atom 6 (O): -0.084



No. 5
The following is a DFT calculation (ωB97M-V/def2-TZVPD) of C29H31BaF5N9O9SSe as an isolated structure at a distorted geometry.

Structure (XYZ):
```
86
C29H31BaF5N9O9SSe (ωB97M-V/def2-TZVPD)
Ba 0.7685 0.5223 0.3861
C -2.8626 0.0828 -1.3718
O -2.1585 1.3083 -1.2513
C -2.1627 2.0562 -2.4562
C -1.2979 1.4863 -3.5747
O 0.0684 1.8479 -3.4987
C 0.3190 3.2107 -3.7475
H -3.8068 0.2334 -1.9094
H -3.0905 -0.2560 -0.3620
H -2.2936 -0.6968 -1.8795
H -1.8143 3.0511 -2.1827
H -3.1952 2.1414 -2.8237
H -1.7113 1.8107 -4.5406
H -1.3126 0.3964 -3.5512
H -0.1939 3.5470 -4.6584
H 1.3940 3.3177 -3.8969
H 0.0142 3.8509 -2.9145
S 5.5772 -0.7830 1.8128
C 5.4998 0.9133 1.9691
C 4.2465 1.3817 1.6963
C 3.2634 0.3919 1.3270
C 3.8683 -0.8366 1.3639
C 3.2688 -2.1473 1.0533
C 3.9164 -3.3447 1.3743
C 3.3483 -4.5496 1.0132
C 2.1464 -4.5463 0.3245
C 1.5593 -3.3217 0.0588
N 2.0766 -2.1480 0.4259
H 6.3767 1.4677 2.2697
H 4.0232 2.4424 1.7791
H 4.8586 -3.3181 1.9053
H 3.8439 -5.4815 1.2581
H 1.6721 -5.4582 -0.0107
H 0.6445 -3.2884 -0.5257
N 2.5703 3.8358 -0.3624
N 3.4689 3.2111 -1.2346
C 3.3146 1.9907 -1.7678
N 4.3121 1.4884 -2.4967
N 2.1444 1.3960 -1.5236
N 1.8968 0.1923 -2.0663
O 2.6845 -0.4048 -2.7790
O 0.8077 -0.2867 -1.7410
H 2.3725 3.2337 0.4352
H 1.6780 3.9795 -0.8289
H 4.3772 3.6425 -1.2851
H 5.1911 1.9688 -2.5568
H 4.1798 0.5559 -2.8667
O -0.5828 4.3152 -0.5297
C -1.3036 4.5570 0.4165
C -1.1550 4.1044 1.7991
C -2.0056 4.6883 2.7310
C -1.9176 4.3638 4.0643
C -0.9660 3.4335 4.5108
C -0.1336 2.8306 3.6128
C -0.1955 3.1233 2.2123
O 0.5534 2.5050 1.3918
N -2.8175 4.9882 5.0144
O -2.7063 4.6857 6.1916
O -3.6045 5.8256 4.6033
H -2.1803 5.2222 0.2700
H -2.7436 5.4133 2.4104
H -0.9132 3.2048 5.5663
H 0.5995 2.0989 3.9269
C -2.9017 0.0513 3.6383
N -2.7745 -1.0142 2.6645
C -1.6995 -1.1272 1.8484
N -1.6721 -2.2074 1.0413
O -0.7930 -0.2736 1.8503
H -2.7857 -0.3220 4.6573
H -3.8714 0.5399 3.5450
H -2.1228 0.7846 3.4471
H -3.4329 -1.7735 2.6878
H -2.4857 -2.7860 0.9205
H -1.0449 -2.2394 0.2473
F -3.3098 -8.8661 -2.2116
C -2.8469 -7.6059 -2.2906
C -2.2526 -7.1432 -3.4489
F -2.1411 -7.9693 -4.5037
C -1.7779 -5.8459 -3.5193
F -1.2167 -5.4808 -4.6816
C -1.8638 -4.9383 -2.4607
Se -1.1980 -3.1695 -2.5846
C -2.4728 -5.4543 -1.3178
F -2.6290 -4.6870 -0.2137
C -2.9553 -6.7459 -1.2167
F -3.5323 -7.1736 -0.0784
```

Properties
**Largest force on an atom**: 3.49 eV Å⁻¹
**Highest occupied orbital energy**: -4.39 eV
**Charge**: -1
**Frontier orbital gap**: 6.235 eV
**Spin multiplicity**: 1
**DFT total energy**: -152872.50386 eV

Atomic partial charges in e from the Löwdin method, atoms 1 to 6: atom 1 (Ba): 2.134, atom 2 (C): -0.105, atom 3 (O): -0.206, atom 4 (C): -0.191, atom 5 (C): -0.174, atom 6 (O): -0.201



No. 6
The following is a DFT calculation (ωB97M-V/def2-TZVPD) of one molecule with the formula H5N2PS at a distorted geometry.

Structure (XYZ):
```
9
H5N2PS (ωB97M-V/def2-TZVPD)
N 0.9761 -0.9178 -0.3425
P 0.3893 0.5406 0.1397
N -0.6398 0.9716 -1.1290
S -1.1199 -0.1527 1.9349
H 0.4804 -1.8435 -0.0276
H 1.9890 -0.9986 -0.4679
H -0.5999 1.9582 -1.1465
H -1.5077 0.5176 -1.5683
H 0.0323 -0.0755 2.6071
```

Properties
**Largest force on an atom**: 3.79 eV Å⁻¹
**Highest occupied orbital energy**: -8.62 eV
**Frontier orbital gap**: 9.317 eV
**SMILES**: NP(N)S
**Spin multiplicity**: 1
**DFT total energy**: -23185.58109 eV

Atomic partial charges in e from the Löwdin method, atoms 1 to 6: atom 1 (N): -0.310, atom 2 (P): 0.532, atom 3 (N): -0.278, atom 4 (S): 0.180, atom 5 (H): 0.083, atom 6 (H): 0.024



No. 7
The following is a DFT calculation (ωB97M-V/def2-TZVPD) of one molecule with the formula C6H10O.

Structure (XYZ):
```
17
C6H10O (ωB97M-V/def2-TZVPD)
C 0.3174 -1.3707 -0.7344
C 0.6488 -1.2580 0.6050
C 0.0498 -0.2179 1.3583
C -1.3454 0.2977 0.9822
O -1.2298 1.2250 -0.1136
C 0.1073 1.4016 -0.4661
C 0.5759 0.5981 -1.5057
H -0.7303 -1.2743 -1.0057
H 0.8811 -2.0424 -1.3786
H 1.5837 -1.6773 0.9729
H 0.6154 0.7476 0.7251
H 0.3199 -0.1419 2.4119
H -1.8053 0.8191 1.8300
H -2.0133 -0.5179 0.6776
H 0.5516 2.3708 -0.2326
H 1.5919 0.7706 -1.8571
H -0.1188 0.2698 -2.2690
```

Properties
**Largest force on an atom**: 0.32 eV Å⁻¹
**Highest occupied orbital energy**: -8.28 eV
**Frontier orbital gap**: 9.417 eV
**SMILES**: C=CCCOC=C
**Spin multiplicity**: 1
**DFT total energy**: -8427.63834 eV

Atomic partial charges in e from the Löwdin method, atoms 1 to 6: atom 1 (C): -0.064, atom 2 (C): -0.180, atom 3 (C): -0.183, atom 4 (C): -0.171, atom 5 (O): -0.124, atom 6 (C): -0.308



No. 8
The following is a DFT calculation (ωB97M-V/def2-TZVPD) of C5H6O2 as an isolated structure at a distorted geometry.

Structure (XYZ):
```
13
C5H6O2 (ωB97M-V/def2-TZVPD)
O 0.2975 -0.2400 -3.0066
C -0.0571 -0.6892 -1.9312
C -0.4842 0.1808 -0.7905
O -1.2959 -0.5478 0.1300
C -0.6806 0.0755 1.2433
C 0.7731 -0.1320 1.3841
C 0.4138 0.7633 0.2706
H -0.1249 -1.7773 -1.7361
H -0.9335 1.1148 -1.1674
H -1.3226 0.1387 2.1317
H 1.0757 0.5507 2.1798
H 1.3101 -1.0605 1.2781
H 1.0288 1.6230 0.0143
```

Properties
**Largest force on an atom**: 1.39 eV Å⁻¹
**Highest occupied orbital energy**: -9.52 eV
**Frontier orbital gap**: 10.203 eV
**Spin multiplicity**: 1
**DFT total energy**: -9373.53457 eV

Atomic partial charges in e from the Löwdin method, atoms 1 to 6: atom 1 (O): 0.058, atom 2 (C): -0.171, atom 3 (C): -0.285, atom 4 (O): -0.035, atom 5 (C): -0.176, atom 6 (C): -0.104